Version A
{
  "formula": "C5H9FO",
  "method": "the ωB97M-V functional and the def2-TZVPD basis",
  "species": ["O", "C", "C", "C", "C", "C", "F", "H", "H", "H", "H", "H", "H", "H", "H", "H"],
  "xyz": [[-1.1330, -1.1702, -0.8367], [-1.2170, -0.7177, 0.5000], [-1.1514, 0.7944, 0.5243], [0.1109, 1.4178, -0.0938], [1.2794, 0.9389, -0.4093], [1.7220, -0.5096, -0.3674], [1.8852, -1.0016, 0.8772], [-1.3577, -2.0803, -0.9211], [-0.4011, -1.2600, 1.0055], [-2.1525, -1.0409, 0.9592], [-1.9612, 1.1317, -0.1314], [-1.2439, 1.1822, 1.5385], [-0.0212, 2.4831, -0.0773], [2.0868, 1.6219, -0.7545], [2.6302, -0.6370, -0.9947], [0.9247, -1.1528, -0.8183]],
  "homo_energy_ev": -9.8,
  "smiles": "OCC/C=C\\CF",
  "gap_ev": 10.71
}

Version B
{
  "formula": "C5H9FO",
  "method": "the ωB97M-V functional and the def2-TZVPD basis",
  "species": ["O", "C", "C", "C", "C", "C", "F", "H", "H", "H", "H", "H", "H", "H", "H", "H"],
  "xyz": [[-0.6322, 0.3363, -2.3189], [-1.3548, 0.5570, -1.1542], [-0.9513, -0.3736, 0.0725], [0.1563, 0.1714, 0.9461], [1.1596, -0.8208, 1.3720], [1.4502, 0.1608, 0.2607], [1.2877, -0.5956, -0.8175], [0.4552, 0.7867, -2.0572], [-2.4418, 0.2756, -1.4320], [-1.5295, 1.6533, -0.8682], [-1.8780, -0.4640, 0.6807], [-0.7145, -1.2698, -0.3604], [0.0696, 1.0273, 1.7340], [1.2000, -1.8787, 1.1714], [1.5107, -0.5534, 2.3403], [2.2128, 0.9875, 0.4306]],
  "homo_energy_ev": -9.6,
  "smiles": "OCC[C@H]1C[C@H]1F",
  "gap_ev": 10.49
}

Relative energy of each structure, in eV: version A 0.000; version B 2.154.

Version A
{
  "formula": "C5H9FO",
  "method": "the ωB97M-V functional and the def2-TZVPD basis",
  "species": ["C", "C", "C", "O", "H", "H", "H", "H", "H", "H", "C", "C", "F", "H", "H", "H"],
  "xyz": [[-1.8993, 1.3095, -0.4779], [-1.0694, 0.4621, 0.3596], [-1.4623, -0.7071, 0.8241], [-0.7138, -1.6102, 1.5978], [-1.4451, 1.2153, -1.4150], [-2.9303, 0.9363, -0.3618], [-1.7237, 2.4212, -0.2696], [-0.0427, 0.7944, 0.6512], [-2.4412, -1.1307, 0.5449], [0.0739, -1.0776, 1.7971], [2.0588, -0.9574, -0.8985], [2.5277, 0.0875, -0.3522], [2.1010, 0.3477, 0.9198], [1.4317, -1.6791, -0.3295], [2.3496, -1.2892, -1.8762], [3.1851, 0.8773, -0.7137]],
  "homo_energy_ev": -8.6,
  "smiles": "C/C=C/O.C=CF",
  "gap_ev": 9.63
}

Version B
{
  "formula": "C5H9FO",
  "method": "the ωB97M-V functional and the def2-TZVPD basis",
  "species": ["C", "C", "O", "C", "C", "C", "F", "H", "H", "H", "H", "H", "H", "H", "H", "H"],
  "xyz": [[0.2184, -1.6746, 2.3929], [0.0676, -0.6404, 1.5915], [0.4163, -0.6487, 0.2183], [0.3642, 0.4928, -0.5434], [0.6807, 0.0609, -2.0043], [-1.0435, 1.1243, -0.4443], [1.4103, 1.3569, -0.0530], [-0.2719, -1.4656, 3.2491], [0.7311, -2.6047, 2.1121], [-0.4217, 0.2347, 1.9598], [1.6497, -0.0514, -2.2473], [0.2366, 0.7349, -2.7919], [0.1888, -0.8219, -1.9848], [-1.1860, 1.9031, -1.3073], [-1.7564, 0.2965, -0.6560], [-1.2841, 1.7033, 0.5087]],
  "homo_energy_ev": -9.4,
  "smiles": "C=COC(C)(C)F",
  "gap_ev": 10.43
}

Relative energy of each structure, in eV: version A 0.605; version B 0.000.

Version A
{
  "formula": "C4H6N4",
  "method": "the ωB97M-V functional and the def2-TZVPD basis",
  "species": ["H", "N", "C", "C", "N", "C", "C", "N", "N", "H", "H", "H", "H", "H"],
  "xyz": [[-3.2381, -1.1149, -0.0013], [-2.3206, -1.3457, -0.2698], [-1.5665, -0.3841, -0.1540], [-1.8231, 1.1338, 0.3008], [-0.1941, -0.6446, 0.2594], [0.8517, 0.3489, -0.0941], [2.0391, -0.4618, -0.0438], [3.2504, -0.7091, 0.1247], [0.8012, 1.6037, -0.2676], [1.7665, 1.8175, -0.3611], [-2.9944, 1.2472, 0.0555], [-1.6506, 2.0845, -0.4454], [-1.7386, 1.4034, 1.4226], [0.0896, -1.5878, 0.3498]],
  "homo_energy_ev": -10.1,
  "smiles": "[H]/N=C(\\C)N/C(C#N)=N/[H]",
  "gap_ev": 9.84
}

Version B
{
  "formula": "C4H6N4",
  "method": "the ωB97M-V functional and the def2-TZVPD basis",
  "species": ["C", "C", "C", "C", "N", "N", "N", "N", "H", "H", "H", "H", "H", "H"],
  "xyz": [[2.5943, -0.4985, -0.0553], [0.9205, 1.3937, -0.0672], [-0.8351, -0.3243, -0.2700], [0.4105, -1.2031, 0.1159], [3.6292, -0.0326, 0.2719], [1.7176, 2.3134, -0.0289], [-0.3799, 1.0478, 0.0689], [1.4458, -0.5690, -0.5768], [-1.0300, -0.1920, -1.3443], [-1.8042, -0.4898, 0.3236], [0.4979, -1.1223, 1.2894], [0.2360, -2.2149, -0.2774], [2.6632, 2.2227, -0.3653], [-1.0277, 1.6479, 0.3659]],
  "homo_energy_ev": -8.9,
  "gap_ev": 9.17
}

Relative energy of each structure, in eV: version A 0.402; version B 0.000.

Version A
{
  "formula": "C4H6N4",
  "method": "the ωB97M-V functional and the def2-TZVPD basis",
  "species": ["C", "C", "C", "C", "H", "H", "H", "H", "H", "H", "N", "N", "N", "N"],
  "xyz": [[-0.5241, -0.5881, 0.4356], [0.1137, 1.5957, 1.3712], [0.3696, 2.0567, 0.0388], [0.1894, -0.1314, -0.7260], [-1.7944, -1.8331, 1.4287], [-1.4555, -2.1529, -0.4338], [0.1791, 1.9940, 2.3997], [0.8423, 2.8957, -0.3718], [1.1485, -0.5001, -2.3980], [1.4352, -1.8544, -1.1487], [-1.2544, -1.6881, 0.4879], [-0.4322, 0.1875, 1.4554], [0.6024, 1.0719, -0.8701], [0.5803, -1.0534, -1.6689]],
  "homo_energy_ev": -8.1,
  "gap_ev": 8.80
}

Version B
{
  "formula": "C4H6N4",
  "method": "the ωB97M-V functional and the def2-TZVPD basis",
  "species": ["N", "C", "N", "N", "N", "C", "C", "C", "H", "H", "H", "H", "H", "H"],
  "xyz": [[-2.4374, 0.8567, -0.0708], [-1.2090, 0.2464, 0.2234], [-1.2325, -1.0970, -0.1155], [-0.0926, -1.5963, -0.1498], [0.8632, -0.6079, 0.1034], [0.2062, 0.5928, -0.0358], [1.5931, 1.3412, -0.1684], [2.1929, -0.1550, 0.1296], [-2.3222, 1.9142, 0.0793], [-3.1486, 0.2909, 0.6667], [1.7936, 2.2619, 0.4178], [1.5714, 1.4738, -1.3532], [3.0367, -0.8986, -0.4361], [2.6643, -0.0822, 1.3621]],
  "homo_energy_ev": -7.9,
  "smiles": "Nc1nnn2c1CC2",
  "gap_ev": 8.60
}

Relative energy of each structure, in eV: version A 0.000; version B 3.725.

Version A
{
  "formula": "C4H6N4",
  "method": "the ωB97M-V functional and the def2-TZVPD basis",
  "species": ["H", "N", "C", "N", "N", "C", "C", "C", "N", "H", "H", "H", "H", "H"],
  "xyz": [[2.8123, 2.5890, 0.9676], [2.4815, 1.6686, 0.4744], [1.2560, 1.4341, 0.5463], [0.6254, 0.5577, -0.2719], [-0.8481, 0.4455, -0.1478], [-1.3890, -0.4554, -1.2449], [-1.3315, -0.9915, 0.1121], [-0.3479, -2.0122, 0.5438], [0.1987, -2.8761, 0.9630], [0.6702, 1.9389, 1.3214], [1.0479, -0.3370, -0.2854], [-2.3177, -0.1414, -1.6602], [-0.6671, -0.7761, -2.0513], [-2.1907, -1.0440, 0.7328]],
  "homo_energy_ev": -9.5,
  "smiles": "[H]/N=C/NN1C[C@H]1C#N",
  "gap_ev": 10.30
}

Version B
{
  "formula": "C4H6N4",
  "method": "the ωB97M-V functional and the def2-TZVPD basis",
  "species": ["C", "C", "C", "C", "H", "H", "H", "H", "H", "H", "N", "N", "N", "N"],
  "xyz": [[-1.2504, -1.7376, -0.5005], [0.5713, 0.0256, -1.0262], [0.8067, 0.9110, 0.1457], [-0.1381, 0.2687, 0.8395], [-0.3776, -2.2814, -0.0914], [-2.1321, -2.2387, -0.0634], [-1.3247, -1.5622, -1.7645], [1.1314, -1.0527, -0.8513], [0.2781, 0.3639, -1.9974], [1.9078, 2.8230, 0.6639], [-0.8288, -0.4374, -0.2829], [1.2675, 1.8285, 0.9391], [0.4575, 2.1214, 1.9797], [-0.3686, 0.9678, 2.0098]],
  "homo_energy_ev": -8.4,
  "gap_ev": 8.98
}

Relative energy of each structure, in eV: version A 0.000; version B 3.731.

Version A
{
  "formula": "C17H23N3O3",
  "method": "the ωB97M-V functional and the def2-TZVPD basis",
  "species": ["C", "C", "C", "C", "C", "C", "C", "C", "C", "C", "C", "C", "C", "C", "C", "C", "C", "H", "H", "H", "H", "H", "H", "H", "H", "H", "H", "H", "H", "H", "H", "H", "H", "H", "H", "H", "H", "H", "H", "H", "N", "N", "N", "O", "O", "O"],
  "xyz": [[1.8633, -2.2501, -1.0040], [2.2520, -1.4476, 0.2276], [2.7986, -3.3119, -1.3302], [2.1250, -4.2282, -2.4458], [4.0101, -2.6957, -1.9504], [5.1512, -3.4737, -2.5926], [0.1367, -0.2449, 0.6673], [0.3669, 1.0200, -0.2199], [-0.8369, -0.0517, 1.9527], [-2.2657, 0.4474, 1.6387], [-3.5056, -0.1094, 1.4350], [-2.5736, 1.8757, 1.4450], [-3.9104, 2.0866, 1.2408], [-1.5838, 2.9712, 1.0973], [-4.4849, 3.3361, 1.0992], [-2.2425, 4.1759, 0.9078], [-3.6726, 4.4794, 0.8205], [1.4317, -0.9185, -2.7905], [2.1397, 0.0606, -1.4645], [0.7988, -2.7846, -0.9517], [3.2371, -3.8294, -0.4671], [0.9587, -4.3978, -2.0344], [2.6744, -5.1993, -2.5298], [2.1168, -3.4647, -3.4051], [3.6758, -1.9618, -2.7429], [4.1837, -2.2945, -0.9648], [6.0273, -2.6106, -2.5106], [5.2650, -4.6277, -1.9290], [4.8228, -3.7565, -3.8211], [1.9419, -0.0463, 1.3733], [-0.4477, -0.9803, 0.1538], [-0.8181, -0.9926, 2.5362], [-0.4094, 0.7780, 2.4791], [-3.8093, -1.2489, 1.2535], [-5.5586, 0.7513, 1.0803], [-0.5269, 2.6872, 1.2534], [-5.4624, 3.4445, 0.8407], [-1.6555, 5.0223, 0.3425], [-4.2672, 5.3667, 0.5449], [-0.3020, 2.0670, -1.7432], [1.4696, -1.0590, -1.6744], [1.3801, -0.7664, 0.8446], [-4.5050, 0.8782, 1.3291], [3.3063, -1.6486, 0.7371], [1.4334, 1.7398, -0.2394], [-0.5144, 1.1704, -1.2394]],
  "homo_energy_ev": -8.3,
  "gap_ev": 8.79
}

Version B
{
  "formula": "C17H23N3O3",
  "method": "the ωB97M-V functional and the def2-TZVPD basis",
  "species": ["C", "C", "C", "C", "C", "N", "C", "O", "N", "C", "C", "C", "C", "N", "C", "C", "C", "C", "C", "C", "C", "O", "O", "H", "H", "H", "H", "H", "H", "H", "H", "H", "H", "H", "H", "H", "H", "H", "H", "H", "H", "H", "H", "H", "H", "H"],
  "xyz": [[0.4826, -3.5178, -1.9420], [-0.5657, -3.9027, -0.8759], [-1.5708, -4.9479, -1.3352], [-1.4080, -2.6881, -0.3674], [-0.8355, -2.0898, 0.9304], [-1.1215, -3.1165, 2.0090], [-1.4696, -0.7867, 1.2538], [-2.5916, -0.5428, 0.9967], [-0.5603, 0.2790, 1.7089], [0.8273, 0.4283, 1.7308], [1.5091, 0.2910, 0.3314], [0.8082, 1.3139, -0.4737], [-0.4626, 1.1681, -1.0234], [-1.0505, 2.3288, -1.4111], [-0.0827, 3.2820, -0.9608], [-0.1913, 4.6827, -1.1130], [0.8380, 5.5275, -0.7774], [2.0421, 4.8984, -0.3194], [2.2217, 3.5511, -0.3266], [1.1405, 2.6783, -0.5601], [1.1843, 1.7905, 2.1786], [2.3204, 2.0672, 2.2446], [0.1053, 2.6135, 2.2711], [1.1077, -4.3711, -2.2664], [0.0692, -3.1100, -2.9940], [1.1760, -2.7556, -1.4836], [-0.1261, -4.1692, 0.0513], [-0.9353, -5.7970, -1.2994], [-2.3816, -5.1715, -0.7242], [-1.7839, -4.6768, -2.3994], [-2.3656, -3.2281, -0.1137], [-1.4031, -1.9736, -1.1563], [0.2361, -2.0669, 0.9246], [-2.0975, -2.8390, 2.3652], [-0.4658, -2.9015, 2.8774], [-0.8045, 1.2035, 1.4110], [1.4186, -0.2157, 2.4690], [2.5763, 0.5279, 0.5062], [1.3229, -0.6720, -0.1693], [-1.0162, 0.2370, -1.0704], [-2.0415, 2.7439, -1.5896], [-1.1676, 5.0439, -1.4680], [0.6568, 6.5713, -0.5847], [2.9021, 5.4932, 0.1112], [3.2227, 3.2958, 0.0022], [0.3306, 3.5233, 2.4318]],
  "homo_energy_ev": -7.9,
  "smiles": "CC(C)C[C@H](N)C(=O)N[C@@H](Cc1c[nH]c2ccccc12)C(=O)O",
  "gap_ev": 8.52
}

Relative energy of each structure, in eV: version A 6.336; version B 0.000.

Version A
{
  "formula": "C4H5N3O2",
  "method": "the ωB97M-V functional and the def2-TZVPD basis",
  "species": ["C", "C", "C", "C", "N", "N", "N", "O", "O", "H", "H", "H", "H", "H"],
  "xyz": [[0.2672, 2.2624, 1.7202], [0.0673, 0.9378, 1.3298], [-0.1022, -0.1682, -0.9783], [-0.2993, -1.1713, 0.0921], [-0.6105, 3.2202, 1.9623], [-2.6532, 1.9996, 1.3756], [0.1391, 0.1019, 0.4123], [-3.8135, 2.2453, 1.1931], [-1.9532, 3.1592, 1.7759], [1.1459, 2.5882, 2.0919], [0.8558, -0.2048, -1.4652], [-0.9347, 0.2057, -1.6085], [-1.3013, -1.6414, 0.3297], [0.5050, -2.0238, 0.3271]],
  "homo_energy_ev": -7.6,
  "gap_ev": 7.84
}

Version B
{
  "formula": "C4H5N3O2",
  "method": "the ωB97M-V functional and the def2-TZVPD basis",
  "species": ["H", "N", "C", "N", "O", "C", "C", "C", "N", "O", "H", "H", "H", "H"],
  "xyz": [[1.7077, 0.1935, 0.8320], [1.6913, 0.8293, 0.0167], [0.5907, 1.0961, -0.6359], [0.4881, 1.7224, -1.9070], [-0.4397, 0.3926, -0.5536], [-0.6419, -0.6894, 0.3791], [-1.2045, -0.4363, 1.6305], [-1.7583, -0.4399, 2.6854], [-0.1702, -1.8662, 0.2236], [0.4555, -1.8222, -1.0522], [1.3097, 2.3117, -2.0329], [-0.3735, 2.1768, -2.0036], [-2.6583, -0.7454, 3.5285], [1.0033, -2.7228, -1.1106]],
  "homo_energy_ev": -9.3,
  "smiles": "[H]/N=C(/N)O/C(C#C)=N\\O",
  "gap_ev": 9.39
}

Relative energy of each structure, in eV: version A 3.543; version B 0.000.

Version A
{
  "formula": "C5H22N2O4S",
  "method": "the ωB97M-V functional and the def2-TZVPD basis",
  "species": ["C", "C", "N", "C", "C", "N", "C", "S", "H", "H", "H", "H", "H", "H", "H", "H", "H", "H", "H", "H", "H", "H", "O", "H", "H", "O", "H", "H", "O", "H", "H", "O", "H", "H"],
  "xyz": [[1.1581, 1.6203, 1.9889], [0.9649, 2.0772, 0.5477], [1.8324, 1.3841, -0.4220], [1.1583, 0.7079, -1.5289], [0.8276, -0.8044, -1.3920], [-0.1219, -1.1232, -2.4355], [0.3486, -1.1614, 0.0312], [0.0802, -2.9500, 0.2237], [2.2197, 1.5143, 2.2332], [0.6500, 0.6714, 2.2389], [0.7956, 2.3739, 2.6778], [1.1997, 3.1497, 0.4658], [-0.0995, 2.0035, 0.2883], [2.4529, 0.7473, 0.0673], [1.8477, 0.7829, -2.3833], [0.2589, 1.2819, -1.7778], [1.7682, -1.3547, -1.5957], [-1.0826, -0.8925, -2.2167], [-0.1380, -2.1074, -2.6743], [1.1319, -0.9322, 0.7496], [-0.5584, -0.6194, 0.2927], [-1.2592, -3.0619, 0.0552], [-3.0938, -1.8445, -0.2140], [-3.8788, -1.7193, 0.3262], [-3.0561, -1.0004, -0.7112], [3.6290, -0.9062, 0.8661], [3.5400, -1.5932, 1.5303], [4.0040, -1.3276, 0.0791], [-2.9713, 0.7546, 1.4987], [-2.4336, 0.0686, 1.9229], [-3.0095, 1.4754, 2.1323], [-2.9352, 0.7285, -1.1864], [-2.1210, 1.1630, -1.4397], [-3.1088, 0.8937, -0.2385]],
  "homo_energy_ev": -8.2,
  "smiles": "CCNC[C@H](N)CS.O.O.O.O",
  "gap_ev": 8.31
}

Version B
{
  "formula": "C5H22N2O4S",
  "method": "the ωB97M-V functional and the def2-TZVPD basis",
  "species": ["C", "N", "C", "C", "N", "C", "C", "S", "H", "H", "H", "H", "H", "H", "H", "H", "H", "H", "H", "H", "H", "H", "O", "H", "H", "O", "H", "H", "O", "H", "H", "O", "H", "H"],
  "xyz": [[-2.4968, -1.2357, 0.2787], [-1.2858, -0.9837, -0.4866], [-0.2242, -1.9121, -0.2044], [1.1073, -1.6002, -0.9418], [1.7731, -2.7759, -1.4945], [2.1160, -0.9460, 0.0235], [1.6464, 0.4482, 0.3541], [2.7679, 1.2376, 1.5518], [-3.1045, -0.3152, 0.2012], [-3.0885, -1.9240, -0.3182], [-2.4023, -1.3722, 1.3580], [-0.8932, -0.0567, -0.4228], [-0.5980, -2.8881, -0.6040], [0.0621, -2.0964, 0.8518], [1.0223, -0.9701, -1.8706], [2.3248, -3.3058, -0.8292], [1.1742, -3.4180, -1.9932], [2.3931, -1.5315, 0.9096], [3.0943, -0.9218, -0.4840], [1.4862, 0.9980, -0.5804], [0.6496, 0.6078, 0.7916], [3.8973, 1.1381, 0.8663], [-1.3231, 2.7590, -1.6390], [-0.8918, 2.5407, -0.7996], [-1.0352, 3.6059, -1.9808], [0.0692, 3.4072, 0.4877], [-0.4035, 4.0514, 1.0460], [0.4813, 2.9153, 1.2210], [-0.1828, 1.0563, 3.4908], [0.5524, 0.4895, 3.7063], [-0.7039, 1.3366, 4.2441], [-3.0133, 0.4858, -2.3323], [-2.5951, 1.3460, -2.3506], [-2.3754, -0.1701, -2.0506]],
  "homo_energy_ev": -8.9,
  "smiles": "CNC[C@H](N)CCS.O.O.O.O",
  "gap_ev": 9.14
}

Relative energy of each structure, in eV: version A 0.000; version B 0.719.